Record 1
This record from OMol25 describes C31H48BCl5IrN2OP2 as an isolated structure at a distorted geometry. The level of theory is wB97M-V/def2-TZVPD.

Cartesian coordinates (Å):
1 Ir -0.3637 0.7123 0.3546
2 C -4.4003 -0.1203 0.3781
3 C -4.1680 0.6172 -0.9517
4 C -4.9800 -0.0266 -2.0769
5 C -4.5680 2.0896 -0.7774
6 P -2.3329 0.5118 -1.2493
7 C -2.1642 -1.2314 -1.8448
8 N -1.0025 -1.8329 -1.2618
9 B -0.1643 -1.2467 -0.2792
10 N 0.7421 -2.2594 0.1325
11 C 1.7629 -2.0622 1.1281
12 P 2.1581 -0.2852 1.0345
13 C 3.3923 -0.1960 -0.3906
14 C 4.7528 -0.7549 0.0258
15 C 3.5193 1.2622 -0.8367
16 C 2.8332 -1.0093 -1.5650
17 C 2.9574 0.0470 2.7085
18 C 3.6772 1.4020 2.6701
19 C 1.8093 0.1070 3.7134
20 C 3.9332 -1.0606 3.1193
21 C 0.5241 -3.3822 -0.6443
22 C 1.1633 -4.6212 -0.6645
23 C 0.7315 -5.5515 -1.5868
24 C -0.3428 -5.2839 -2.4528
25 C -1.0174 -4.0838 -2.4077
26 C -0.5697 -3.1238 -1.5013
27 C -1.6764 1.5814 -2.6351
28 C -1.5101 3.0027 -2.0615
29 C -2.5655 1.6064 -3.8752
30 C -0.2886 1.0192 -2.9831
31 H -5.4676 -0.0960 0.6136
32 H -3.8594 0.3631 1.1968
33 H -4.0940 -1.1701 0.3398
34 H -6.0358 0.1492 -1.8579
35 H -4.8400 -1.1069 -2.1394
36 H -4.7718 0.4116 -3.0522
37 H -5.6038 2.1334 -0.4337
38 H -4.5144 2.6436 -1.7166
39 H -3.9486 2.5916 -0.0278
40 H -2.1541 -1.2511 -2.9347
41 H -3.0417 -1.7817 -1.5076
42 H 2.5978 -2.7442 0.9728
43 H 1.3732 -2.2155 2.1357
44 H 5.2721 -0.0987 0.7260
45 H 5.3755 -0.8332 -0.8711
46 H 4.6791 -1.7551 0.4611
47 H 3.8464 1.9206 -0.0287
48 H 2.5657 1.6251 -1.2224
49 H 4.2562 1.3305 -1.6437
50 H 2.8650 -2.0853 -1.3824
51 H 3.4576 -0.8120 -2.4425
52 H 1.8061 -0.7231 -1.8163
53 H 3.0187 2.2061 2.3379
54 H 4.5510 1.3780 2.0150
55 H 4.0311 1.6550 3.6741
56 H 1.0540 0.8312 3.4126
57 H 2.1998 0.4103 4.6904
58 H 1.3190 -0.8649 3.8404
59 H 4.8357 -1.0688 2.5091
60 H 3.4755 -2.0529 3.0870
61 H 4.2407 -0.8781 4.1532
62 H 1.9702 -4.8501 0.0228
63 H 1.2179 -6.5175 -1.6347
64 H -0.6471 -6.0440 -3.1613
65 H -1.8644 -3.8972 -3.0590
66 H -2.4722 3.4700 -1.8500
67 H -0.9842 3.6368 -2.7808
68 H -0.9361 2.9881 -1.1339
69 H -3.5209 2.0957 -3.6839
70 H -2.7515 0.6048 -4.2710
71 H -2.0584 2.1789 -4.6563
72 H 0.3493 0.9387 -2.0856
73 H 0.2023 1.6919 -3.6921
74 H -0.3435 0.0309 -3.4461
75 Cl -0.6271 3.4194 2.1522
76 C -1.0379 1.9556 2.9963
77 C -1.0880 0.7792 2.2866
78 C -1.4837 -0.3716 2.9394
79 Cl -1.5927 -1.8571 2.0513
80 C -1.8016 -0.3629 4.2950
81 Cl -2.2872 -1.7978 5.0794
82 C -1.7204 0.8366 5.0074
83 Cl -2.0931 0.8700 6.6699
84 C -1.3417 2.0083 4.3520
85 Cl -1.2588 3.4849 5.2038
86 C 1.3357 3.6029 -1.0043
87 O 1.1958 2.5810 0.0241
88 H 0.5741 4.3768 -0.8972
89 H 1.2235 3.1257 -1.9708
90 H 2.3249 4.0547 -0.9429
91 H 1.1855 3.0290 0.8824

Summary:
E, Ha: -4507.1727
HOMO (alpha / beta), Ha: -0.4999 / -0.4856
ΔE to the lowest compared entry with this formula, charge and spin, eV: 0.000
HOMO-LUMO gap (alpha / beta), eV: 6.3 / 4.6
2S+1: 2
Charge: +2
F_max, Eh/bohr: 0.0308


Record 2
This record from OMol25 describes C31H48BCl5IrN2OP2 as an isolated structure at a distorted geometry. The level of theory is wB97M-V/def2-TZVPD.

Cartesian coordinates (Å):
1 Ir 0.1191 0.8869 -0.6428
2 C 3.7818 -2.6909 -0.7406
3 C 2.3197 -3.1368 -0.6131
4 C 2.1784 -4.5283 -1.2439
5 C 1.8944 -3.2552 0.8586
6 P 1.1642 -1.8469 -1.3875
7 C -0.4357 -2.7608 -1.2860
8 N -1.3570 -1.9884 -0.5052
9 B -1.2723 -0.6037 -0.2754
10 N -2.4223 -0.2212 0.4600
11 C -2.6372 1.1100 0.9466
12 P -0.9904 1.7949 1.4374
13 C -1.2437 3.6614 1.3848
14 C -0.0558 4.3457 2.0740
15 C -2.5676 4.0759 2.0352
16 C -1.2709 4.1116 -0.0738
17 C -0.7595 1.1699 3.2001
18 C -1.8770 1.6881 4.1066
19 C -0.8045 -0.3657 3.1332
20 C 0.5796 1.6092 3.7929
21 C -3.1577 -1.3730 0.7354
22 C -4.3480 -1.5464 1.4299
23 C -4.8256 -2.8364 1.5754
24 C -4.1603 -3.9248 1.0021
25 C -3.0025 -3.7526 0.2650
26 C -2.4921 -2.4656 0.1557
27 C 1.4817 -1.5976 -3.2251
28 C 2.7356 -0.7395 -3.4040
29 C 1.6539 -2.9090 -3.9967
30 C 0.2791 -0.8341 -3.7721
31 H 4.4008 -3.3475 -0.1252
32 H 3.9433 -1.6706 -0.3982
33 H 4.1385 -2.7802 -1.7664
34 H 2.8205 -5.1990 -0.6677
35 H 2.5140 -4.5671 -2.2735
36 H 1.1720 -4.9385 -1.1900
37 H 2.5195 -4.0108 1.3394
38 H 0.8551 -3.5788 0.9617
39 H 2.0180 -2.3299 1.4027
40 H -0.3060 -3.7382 -0.8311
41 H -0.7961 -2.9194 -2.3051
42 H -3.3573 1.1332 1.7625
43 H -3.0070 1.7547 0.1460
44 H -0.0878 4.2202 3.1539
45 H -0.1001 5.4181 1.8722
46 H 0.9043 3.9755 1.7020
47 H -2.5642 3.9393 3.1112
48 H -3.4264 3.5489 1.6173
49 H -2.7156 5.1413 1.8441
50 H -0.3885 3.7738 -0.6147
51 H -1.2755 5.2031 -0.1051
52 H -2.1772 3.7657 -0.5737
53 H -2.8762 1.5697 3.6870
54 H -1.7283 2.7296 4.3849
55 H -1.8404 1.0993 5.0257
56 H -1.8068 -0.7429 2.9328
57 H -0.4999 -0.7536 4.1073
58 H -0.1174 -0.7659 2.3819
59 H 0.6650 2.6883 3.8887
60 H 1.4138 1.2489 3.2153
61 H 0.6606 1.1896 4.7986
62 H -4.8938 -0.7044 1.8388
63 H -5.7382 -3.0086 2.1297
64 H -4.5701 -4.9181 1.1241
65 H -2.5201 -4.5976 -0.2102
66 H 3.6313 -1.2296 -3.0262
67 H 2.6352 0.2183 -2.9037
68 H 2.8870 -0.5497 -4.4693
69 H 2.6120 -3.3767 -3.7825
70 H 1.6361 -2.6871 -5.0667
71 H 0.8542 -3.6245 -3.7981
72 H 0.0310 0.0289 -3.1369
73 H -0.6130 -1.4546 -3.8681
74 H 0.5206 -0.4425 -4.7628
75 Cl 2.7897 -0.2065 1.7717
76 C 3.0214 1.1279 0.7271
77 C 2.0793 1.4326 -0.2440
78 C 2.3892 2.4478 -1.1261
79 Cl 1.2646 2.6921 -2.4340
80 C 3.5455 3.2089 -1.0474
81 Cl 3.8302 4.4510 -2.1814
82 C 4.4628 2.9197 -0.0414
83 Cl 5.9043 3.8192 0.0849
84 C 4.2065 1.8639 0.8371
85 Cl 5.3511 1.4675 2.0392
86 C -2.2660 1.2401 -3.3096
87 O -1.6601 1.7388 -2.0927
88 H -1.7309 1.6075 -4.1849
89 H -3.3089 1.5469 -3.3556
90 H -2.2130 0.1570 -3.2815
91 H -1.5996 2.6984 -2.1408

Summary:
E, Ha: -4507.1409
HOMO (alpha / beta), Ha: -0.4875 / -0.4852
ΔE to the lowest compared entry with this formula, charge and spin, eV: 0.866
HOMO-LUMO gap (alpha / beta), eV: 5.9 / 5.0
2S+1: 2
Charge: +2
F_max, Eh/bohr: 0.0247